[1]
{"formula": "C35H39BFN5O15P", "method": "ωB97M-V/def2-TZVPD", "species": ["C", "O", "C", "N", "B", "C", "O", "C", "N", "P", "N", "O", "N", "C", "C", "C", "C", "O", "C", "O", "C", "O", "N", "C", "O", "F", "H", "H", "H", "H", "H", "H", "H", "H", "H", "H", "H", "H", "H", "H", "H", "H", "H", "H", "H", "H", "H", "H", "H", "C", "C", "C", "O", "C", "C", "C", "O", "H", "H", "H", "H", "C", "C", "C", "O", "C", "C", "C", "O", "H", "H", "H", "H", "C", "C", "C", "O", "C", "C", "C", "O", "H", "H", "H", "H", "C", "C", "C", "O", "C", "C", "C", "O", "H", "H", "H", "H"], "positions_angstrom": [[0.904, 5.219, -1.364], [-0.417, 4.720, -1.143], [-0.912, 3.902, -2.145], [-0.790, 2.461, -1.775], [0.164, 1.665, -2.636], [-0.378, 0.744, -3.763], [1.484, 1.904, -2.431], [-1.466, 1.943, -0.785], [-2.443, 2.651, -0.146], [-4.132, 2.642, -0.818], [-4.645, 4.180, -0.408], [-3.736, 2.908, -2.370], [-1.140, 0.617, -0.432], [0.083, 0.513, 0.490], [1.272, -0.257, -0.114], [1.857, -1.290, 0.870], [3.084, -0.782, 1.603], [2.683, 0.065, 2.692], [2.738, 1.375, 2.470], [2.204, 2.181, 3.184], [-2.222, -0.089, 0.230], [-2.655, 0.196, 1.290], [-2.649, -1.263, -0.484], [-1.671, -2.246, -0.450], [-1.059, -2.578, 0.513], [-1.447, -2.788, -1.649], [0.867, 6.094, -2.013], [1.568, 4.448, -1.755], [1.288, 5.535, -0.396], [-0.346, 4.025, -3.075], [-1.943, 4.140, -2.363], [0.318, -0.068, -3.981], [-0.536, 1.331, -4.672], [-1.335, 0.295, -3.489], [2.008, 1.101, -2.542], [-2.461, 2.403, 0.840], [-3.939, 4.894, -0.570], [-4.934, 4.194, 0.566], [-4.039, 2.177, -2.923], [0.361, 1.524, 0.787], [-0.221, -0.009, 1.392], [0.953, -0.749, -1.035], [2.038, 0.471, -0.385], [2.181, -2.165, 0.305], [1.110, -1.614, 1.590], [3.665, -1.615, 1.993], [3.738, -0.232, 0.920], [3.296, 1.695, 1.578], [-2.951, -1.074, -1.434], [-1.012, 2.616, -7.950], [-0.826, 2.415, -9.251], [-1.593, 1.376, -9.987], [-1.423, 1.190, -11.169], [-2.576, 0.573, -9.212], [-2.759, 0.778, -7.910], [-1.992, 1.814, -7.182], [-2.161, 1.999, -5.989], [-0.465, 3.368, -7.394], [-0.117, 2.989, -9.834], [-3.125, -0.176, -9.767], [-3.470, 0.207, -7.326], [-3.477, -4.357, 1.555], [-2.587, -5.342, 1.570], [-2.793, -6.557, 2.394], [-1.961, -7.439, 2.414], [-4.042, -6.643, 3.190], [-4.940, -5.660, 3.168], [-4.728, -4.437, 2.351], [-5.540, -3.538, 2.332], [-3.333, -3.458, 0.978], [-1.670, -5.303, 0.994], [-4.173, -7.540, 3.781], [-5.857, -5.698, 3.742], [2.924, 4.556, 6.467], [3.456, 3.877, 5.454], [4.891, 4.021, 5.107], [5.376, 3.405, 4.179], [5.712, 4.945, 5.928], [5.179, 5.623, 6.941], [3.741, 5.482, 7.291], [3.257, 6.100, 8.213], [1.880, 4.469, 6.741], [2.885, 3.195, 4.840], [6.756, 5.032, 5.655], [5.755, 6.303, 7.554], [3.652, -7.071, 2.662], [3.779, -5.769, 2.424], [2.590, -4.897, 2.275], [2.710, -3.707, 2.051], [1.254, -5.526, 2.403], [1.116, -6.829, 2.638], [2.311, -7.704, 2.787], [2.199, -8.888, 3.003], [4.504, -7.729, 2.774], [4.744, -5.287, 2.328], [0.407, -4.859, 2.293], [0.147, -7.313, 2.728]], "charge": 1}

---

[2]
{"formula": "C37H36BrCl2N3O3PW", "method": "ωB97M-V/def2-TZVPD", "species": ["W", "O", "C", "C", "C", "C", "C", "C", "C", "P", "C", "C", "C", "C", "C", "C", "C", "C", "C", "C", "C", "C", "H", "H", "H", "H", "H", "H", "H", "H", "H", "H", "H", "H", "H", "H", "N", "C", "C", "C", "C", "N", "H", "H", "H", "H", "H", "H", "H", "H", "H", "H", "H", "H", "Br", "Cl", "C", "C", "C", "C", "C", "Cl", "C", "N", "C", "C", "C", "C", "C", "C", "C", "C", "O", "O", "H", "H", "H", "H", "H", "H", "H", "H", "H", "H"], "positions_angstrom": [[-0.691, -0.481, 1.702], [-0.707, 0.710, 3.485], [-1.503, 1.099, 2.596], [-2.299, 2.274, 2.309], [-2.684, 3.283, 3.185], [-3.464, 4.311, 2.679], [-3.833, 4.322, 1.334], [-3.432, 3.313, 0.466], [-2.662, 2.275, 0.965], [-1.996, 0.835, 0.054], [-3.449, 0.214, -0.834], [-3.768, 0.630, -2.124], [-4.947, 0.205, -2.719], [-5.817, -0.625, -2.031], [-5.511, -1.035, -0.740], [-4.332, -0.617, -0.150], [-0.937, 1.568, -1.226], [-0.474, 2.879, -1.141], [0.379, 3.381, -2.113], [0.772, 2.578, -3.174], [0.325, 1.266, -3.256], [-0.517, 0.755, -2.278], [-2.384, 3.263, 4.223], [-3.788, 5.110, 3.331], [-4.446, 5.131, 0.960], [-3.725, 3.336, -0.575], [-3.097, 1.277, -2.673], [-5.184, 0.526, -3.724], [-6.733, -0.956, -2.499], [-6.187, -1.684, -0.201], [-4.091, -0.941, 0.854], [-0.766, 3.514, -0.314], [0.734, 4.399, -2.040], [1.431, 2.970, -3.936], [0.635, 0.639, -4.079], [-0.847, -0.277, -2.341], [1.059, -1.535, 2.805], [1.162, -2.329, 4.067], [0.063, -2.018, 5.075], [-1.161, -2.920, 4.925], [-1.726, -2.988, 3.519], [-2.122, -1.643, 3.005], [1.525, -2.035, 2.046], [1.620, -0.689, 2.932], [2.144, -2.133, 4.504], [1.144, -3.386, 3.792], [-0.210, -0.965, 4.983], [0.458, -2.134, 6.084], [-1.937, -2.619, 5.634], [-0.886, -3.942, 5.198], [-2.602, -3.640, 3.501], [-1.005, -3.409, 2.817], [-2.447, -1.084, 3.796], [-2.926, -1.762, 2.393], [-1.314, -2.429, 0.207], [0.778, -2.822, -3.202], [1.862, -1.731, -4.023], [1.681, -1.537, -5.376], [2.510, -0.663, -6.063], [3.502, -0.001, -5.364], [3.680, -0.210, -4.004], [4.947, 0.714, -3.242], [2.876, -1.096, -3.275], [3.006, -1.423, -1.949], [3.999, -1.032, -1.004], [5.123, -1.836, -0.869], [6.114, -1.523, 0.049], [5.975, -0.400, 0.848], [4.842, 0.393, 0.727], [3.843, 0.088, -0.191], [2.632, 0.982, -0.273], [1.453, 0.400, 0.437], [0.801, 1.071, 1.300], [1.030, -0.772, 0.237], [0.891, -2.075, -5.878], [2.385, -0.503, -7.123], [4.163, 0.692, -5.862], [2.205, -1.896, -1.556], [5.217, -2.698, -1.515], [6.991, -2.149, 0.131], [6.743, -0.137, 1.561], [4.735, 1.274, 1.346], [2.329, 1.159, -1.311], [2.844, 1.946, 0.185]], "de_lowest_kj_mol": 0.0, "charge": 1}

---

[3]
{"formula": "C20H20N3O4", "method": "ωB97M-V/def2-TZVPD", "species": ["C", "C", "O", "C", "C", "N", "C", "C", "C", "C", "C", "C", "C", "C", "C", "C", "C", "C", "C", "O", "H", "H", "H", "H", "H", "H", "H", "H", "H", "H", "H", "H", "H", "H", "H", "H", "H", "C", "C", "O", "O", "C", "N", "N", "H", "H", "H"], "positions_angstrom": [[-4.233, 1.827, -3.650], [-4.088, 1.167, -2.300], [-2.862, 0.387, -2.388], [-2.475, -0.229, -1.241], [-0.983, -0.316, -1.169], [-0.425, -1.050, -0.231], [0.839, -1.410, -0.161], [1.176, -2.386, 0.877], [2.477, -2.438, 1.413], [2.788, -3.347, 2.420], [1.797, -4.210, 2.901], [0.481, -4.130, 2.413], [0.174, -3.217, 1.400], [1.887, -0.920, -1.089], [2.983, -1.732, -1.475], [3.923, -1.273, -2.398], [3.721, -0.050, -3.056], [2.640, 0.759, -2.693], [1.801, 0.365, -1.648], [-3.228, -0.592, -0.363], [-5.077, 2.513, -3.625], [-3.332, 2.384, -3.923], [-4.411, 1.078, -4.426], [-3.990, 1.922, -1.505], [-4.922, 0.494, -2.072], [-0.495, -0.076, -2.124], [3.240, -1.752, 1.043], [3.798, -3.362, 2.837], [2.036, -4.923, 3.688], [-0.306, -4.758, 2.830], [-0.835, -3.138, 1.000], [3.098, -2.726, -1.039], [4.811, -1.875, -2.603], [4.402, 0.262, -3.848], [2.451, 1.711, -3.201], [1.036, 1.055, -1.280], [-2.546, 3.299, 1.350], [-1.711, 2.600, 1.448], [-1.006, 2.598, 2.727], [-0.232, 1.733, 3.127], [-1.270, 3.748, 3.400], [-0.397, 4.028, 4.505], [-1.185, 1.974, 0.455], [-0.959, 1.637, -0.653], [-0.798, 4.956, 4.917], [-0.420, 3.226, 5.244], [0.629, 4.188, 4.167]], "de_lowest_kj_mol": 0.0, "charge": -1}

---

Number 1: gap between HOMO and LUMO 7.571 eV. Number 2: gap between HOMO and LUMO 6.650 eV. Number 3: gap between HOMO and LUMO 5.320 eV.